Formula: C3H6NO
Source: the OMol25 dataset
Level of theory: ωB97M-V/def2-TZVPD

Output
Energy above the lowest of the compared OMol25 structures with the same formula, charge and spin (kJ/mol): 213.27
Energy (eV): -6735.767
2S+1: 1
Charge: +1

Geometry as XYZ:
```
11
Properties=species:S:1:pos:R:3:mulliken_charge:R:1
C 0.25 0.67 -1.11 0.448
C -0.62 0.82 0.61 -0.643
C 0.74 -0.65 -0.50 -0.363
N -0.31 -0.66 0.53 -0.163
O 0.18 1.24 -2.09 -0.242
H -0.02 1.24 1.50 0.277
H -1.62 1.33 0.54 0.315
H 0.66 -1.33 -1.34 0.340
H 1.66 -0.44 -0.07 0.302
H 0.12 -0.92 1.53 0.406
H -1.04 -1.30 0.40 0.322
```